Record 1
Below is an isolated molecule of C3H7NO2, with properties calculated with wB97M-V/def2-TZVPD.

Structure (ORCA input):
```
! wB97M-V def2-TZVPD RIJCOSX def2/J DEFGRID3
* xyz 0 1
O 0.68 0.58 -0.21
O -0.21 -1.05 -1.50
N -0.34 1.10 -2.21
C -0.09 -0.84 1.59
C 0.02 0.13 -1.30
C 1.12 -0.53 0.71
H -0.90 0.76 -2.98
H 0.04 -0.71 2.67
H 1.97 -0.14 1.28
H 1.42 -1.37 0.07
H -0.42 2.08 -1.99
H -0.61 -1.77 1.35
H -0.68 -0.01 1.23
*
```

For the HOMO energy, the calculation gives -10.298 eV. For the relative energy (zero: lowest compared OMol25 entry of this formula, charge and spin), the calculation gives 14.0 kcal per mole. As for the SMILES: CCOC(N)=O. The LUMO energy is 0.953 eV. The HOMO-LUMO gap is 11.25 eV. For the energy, the calculation gives -8809.9226 eV.

Mulliken population analysis, charges in e, atoms 1 to 8:
1. O -0.45
2. O -0.59
3. N -0.43
4. C -0.83
5. C 0.68
6. C -0.21
7. H 0.24
8. H 0.30

Record 2
Below is a structure of composition C5H8O2, with properties calculated with wB97M-V/def2-TZVPD.

Structure (ORCA input):
```
! wB97M-V def2-TZVPD RIJCOSX def2/J DEFGRID3
* xyz 0 1
O 1.16 -1.03 -1.76
O -0.95 -1.40 0.72
C -1.42 1.03 0.92
C 0.02 -0.85 -0.12
C -0.47 -0.12 1.06
C 1.35 -1.42 -0.47
C -0.03 -0.46 -1.56
H 0.19 -0.11 1.93
H 1.81 -2.38 -0.29
H 2.02 0.88 -0.31
H -0.87 1.97 0.88
H -2.12 1.07 1.76
H -0.33 0.41 -2.11
H 1.65 1.46 -0.64
H -2.01 0.94 0.00
*
```

For the HOMO energy (spin up / spin down), the calculation gives -7.974 / -8.130 eV. For the relative energy (zero: lowest compared OMol25 entry of this formula, charge and spin), the calculation gives 151.6 kcal per mole. The LUMO energy (spin up / spin down) is 0.100 / 0.274 eV. The HOMO-LUMO gap (spin up / spin down) is 8.07 / 8.40 eV. For the energy, the calculation gives -9403.2601 eV.

Mulliken population analysis, charges in e, atoms 1 to 8:
1. O -0.24
2. O -0.52
3. C -1.32
4. C 0.94
5. C 0.09
6. C -0.59
7. C -0.43
8. H 0.42

Record 3
Below is a cluster of 2 separate species, C5H11OPS2 in total, with properties calculated with wB97M-V/def2-TZVPD.

Structure (ORCA input):
```
! wB97M-V def2-TZVPD RIJCOSX def2/J DEFGRID3
* xyz 0 1
S 4.29 0.30 -1.10
S 0.04 -1.63 1.51
P 1.42 -0.53 0.25
O 0.83 -1.20 -1.12
C 0.58 1.16 -0.10
C 1.51 2.20 0.62
C 0.35 -2.51 -1.07
C -0.86 1.31 0.17
C -0.55 -2.73 0.15
H 0.78 0.98 -1.22
H -1.15 2.24 -0.24
H -1.19 1.34 1.17
H -1.34 0.43 -0.38
H -1.60 -2.62 -0.20
H 2.49 2.18 0.21
H 1.16 -3.29 -1.02
H 1.39 2.09 1.69
H -0.65 -3.80 0.61
H -0.05 -2.67 -1.97
H 1.15 3.19 0.24
*
```

For the HOMO energy (spin up / spin down), the calculation gives -8.409 / -8.353 eV. For the relative energy (zero: lowest compared OMol25 entry of this formula, charge and spin), the calculation gives 79.1 kcal per mole. The LUMO energy (spin up / spin down) is -2.428 / -2.252 eV. The HOMO-LUMO gap (spin up / spin down) is 5.98 / 6.10 eV. For the energy, the calculation gives -38366.6691 eV.

Mulliken population analysis, charges in e, atoms 1 to 8:
1. S -0.08
2. S -0.26
3. P -0.05
4. O -0.25
5. C 0.55
6. C -1.15
7. C -0.59
8. C -1.34